Arrangement one

Computed, not measured: one molecule with the formula C2H3NS4, with the ωB97M-V functional and the def2-TZVPD basis.

Its spin multiplicity is 1. Its net charge is 0. The LUMO energy comes out at -0.11 eV.

Positions of all 10 atoms, in Å:
C -1.4467 1.2910 0.0510
H 0.7732 -0.0288 -1.6078
N -2.6641 1.4816 0.0086
S -3.8331 0.4170 0.1245
S 0.1008 -0.7836 1.5340
C -0.9365 -0.7326 0.0426
S -0.2315 -1.0409 -1.6165
H -0.3775 -1.9715 2.0921
S -2.5695 -1.3856 0.1910
H -0.6860 1.8765 -0.2127

=====

Arrangement two

Computed, not measured: one molecule with the formula C2H3NS4, with the ωB97M-V functional and the def2-TZVPD basis.

Its spin multiplicity is 1. Its net charge is 0. The LUMO energy (alpha / beta) comes out at -1.55 / -1.56 eV.

Positions of all 10 atoms, in Å:
N -0.7894 1.5863 0.4201
C 0.7663 -0.1489 -0.1156
S -2.6641 -0.3785 -0.8408
C 0.3550 1.1199 -0.1414
S -0.0158 -1.5791 0.5759
H 0.9913 1.8471 -0.3955
S 2.4653 -0.4083 -0.3763
H 2.3787 -1.7134 0.1270
H -1.2818 -1.3641 0.3031
S -2.2056 1.0390 0.4435

=====

Energy ordering: arrangement two at the bottom, the next structure 0.0283 hartree above.

=====

Arrangement one

Computed, not measured: one molecule with the formula C3H6FN3, with the ωB97M-V functional and the def2-TZVPD basis.

Its spin multiplicity is 1. Its net charge is 0. The LUMO energy comes out at 0.97 eV.

Positions of all 13 atoms, in Å:
H -2.3680 0.5178 -0.8233
C 0.9980 -1.2232 -0.4152
N -0.8892 -1.1159 0.2888
H 0.3432 1.8421 0.5389
C 1.3532 -0.0069 -0.0562
C 0.3605 0.7339 0.7123
N -1.4174 0.8360 -0.7941
F 2.5385 0.4749 -0.2341
H -0.8404 0.7005 -1.7336
H 1.1996 -2.1512 -0.9169
H 0.5711 0.8194 1.9015
N -0.8862 0.1948 0.3170
H -0.9629 -1.6222 1.2149

=====

Arrangement two

Computed, not measured: one molecule with the formula C3H6FN3, with the ωB97M-V functional and the def2-TZVPD basis.

Its spin multiplicity is 1. Its net charge is 0. The LUMO energy comes out at 0.18 eV.

Positions of all 13 atoms, in Å:
C 0.0866 1.4232 0.7820
N -0.6162 -1.2806 -1.4105
N 0.6876 0.1767 0.3187
H -0.8302 0.7135 -1.5093
H 0.5134 1.6347 1.7020
H -0.5502 -1.2831 1.5526
C 0.1720 -1.0502 0.7272
N -0.7160 -1.8100 -0.3568
F 1.1319 -1.9829 1.0568
H -0.9466 1.3658 0.9688
C -0.1028 -0.1332 -1.6864
H 0.4433 2.1924 0.0805
H 0.7271 0.0336 -2.2256

=====

Energy ordering: arrangement two at the bottom, the next structure 0.0346 hartree above.